[1]
Formula: C2HClO
Source: the Open Molecules 2025 dataset
Level of theory: the ωB97M-V functional and the def2-TZVPD basis

```
! RIJCOSX wB97M-V def2-TZVPD def2/J DEFGRID3
* xyz 0 1
O -0.66 -0.12 1.87
C -0.19 -0.06 0.79
C 0.22 -0.08 -0.46
Cl 0.19 1.36 -1.41
H 0.43 -1.10 -0.79
*
```

The LUMO energy is 0.20 eV. The total energy comes out at -612.19131 hartree. The structure (SMILES) is O=C=CCl. The HOMO energy comes out at -9.20 eV. As for the relative energy (zero: lowest compared OMol25 entry of this formula, charge and spin): 9.6 kJ/mol.



[2]
Formula: CH5NS
Source: the Open Molecules 2025 dataset
Level of theory: the ωB97M-V functional and the def2-TZVPD basis

```
! RIJCOSX wB97M-V def2-TZVPD def2/J DEFGRID3
* xyz 0 1
C 1.63 0.16 0.20
N 0.92 -0.88 0.09
H 2.57 0.32 -0.33
H 1.37 0.98 0.87
H 1.40 -1.56 -0.51
S -2.72 -0.25 -0.22
H -3.58 0.76 -0.09
H -1.60 0.47 0.00
*
```

The LUMO energy is 0.99 eV. The total energy comes out at -493.99742 hartree. The structure (SMILES) is C=N.S. The HOMO energy comes out at -9.43 eV. As for the relative energy (zero: lowest compared OMol25 entry of this formula, charge and spin): 32.7 kJ/mol.



[3]
Formula: C18H16N4O2S
Source: the Open Molecules 2025 dataset
Level of theory: the ωB97M-V functional and the def2-TZVPD basis

```
! RIJCOSX wB97M-V def2-TZVPD def2/J DEFGRID3
* xyz 0 1
C -4.49 2.87 -0.86
O -3.31 3.42 -1.41
C -2.27 2.54 -1.63
C -1.73 2.49 -2.91
C -0.69 1.64 -3.22
C -0.17 0.80 -2.24
C 0.91 -0.09 -2.60
N 1.40 -0.22 -3.81
N 2.38 -1.14 -3.80
C 2.46 -1.61 -2.59
N 1.56 -0.98 -1.76
N 1.48 -1.07 -0.43
C 1.90 -2.12 0.17
C 1.85 -2.12 1.63
C 1.82 -3.31 2.36
C 1.74 -3.27 3.74
C 1.69 -2.05 4.41
C 1.71 -0.87 3.69
C 1.78 -0.90 2.31
C 2.42 -3.32 -0.58
S 3.55 -2.78 -1.93
C -0.69 0.85 -0.95
C -1.71 1.73 -0.63
O -2.16 1.75 0.68
C -1.93 2.97 1.36
H -5.15 3.71 -0.66
H -4.31 2.31 0.06
H -4.97 2.21 -1.59
H -2.16 3.14 -3.66
H -0.27 1.60 -4.21
H 1.83 -4.26 1.86
H 1.72 -4.19 4.30
H 1.64 -2.03 5.49
H 1.67 0.08 4.20
H 1.81 0.01 1.74
H 1.60 -3.88 -1.04
H 3.01 -3.97 0.05
H -0.29 0.23 -0.16
H -0.85 3.15 1.46
H -2.38 3.82 0.84
H -2.38 2.86 2.34
*
```

The LUMO energy is -0.35 eV. The total energy comes out at -1463.14431 hartree. The structure (SMILES) is COc1ccc(-c2nnc3n2N=C(c2ccccc2)CS3)cc1OC. The HOMO energy comes out at -8.04 eV. As for the relative energy (zero: lowest compared OMol25 entry of this formula, charge and spin): 402.6 kJ/mol.



HOMO-LUMO gap, respectively: 0.34533 0.38298 0.28281 hartree.